1.
Computed, not measured: an isolated molecule of C3H4Se at a distorted geometry, with ωB97M-V/def2-TZVPD.

Each line ends with the Löwdin charge.
Element x y z (Å)
C (-1.73, -1.11, -0.19)  0.103
C (-0.90, -0.26, -0.09)  -0.320
C (0.10, 0.59, 0.38)  -0.369
Se (2.14, -0.43, 0.00)  0.517
H (-2.66, -1.71, -0.27)  0.062
H (0.01, 0.69, 1.48)  0.070
H (0.47, 1.54, -0.21)  0.079
H (2.57, 0.69, -1.08)  -0.143

The calculation puts the molar mass at 119.0 g/mol. The LUMO energy is -0.207 eV. For the relative energy (zero: lowest compared OMol25 entry of this formula, charge and spin), the calculation gives 81.2 kJ/mol. The value obtained for the orbital gap is 0.31942 Ha. As for the SMILES: C#CC[SeH].

=====

2.
Computed, not measured: a structure of composition C3H5AlFO2 at a distorted geometry, with ωB97M-V/def2-TZVPD.

Each line ends with the Löwdin charge.
Element x y z (Å)
Al (0.24, 1.91, -0.03)  0.669
F (-0.14, 1.23, -1.52)  -0.123
O (1.72, 1.18, 0.76)  0.028
C (1.19, 0.09, 1.22)  -0.109
C (-0.21, -0.12, 1.09)  -0.145
O (-0.85, 1.10, 1.04)  -0.054
H (1.85, -0.76, 1.49)  0.164
H (-0.61, -0.89, 1.76)  0.161
C (-0.71, -0.68, -1.23)  0.131
H (0.22, -1.27, -1.16)  0.109
H (-0.94, -1.45, -1.97)  0.049
H (-1.74, -0.35, -1.44)  0.119

The calculation puts the molar mass at 119.1 g/mol. The LUMO energy (spin up / spin down) is -7.067 / -6.816 eV. For the relative energy (zero: lowest compared OMol25 entry of this formula, charge and spin), the calculation gives 0.0 kJ/mol. The value obtained for the orbital gap (spin up / spin down) is 0.23594 / 0.21502 Ha. As for the charge: +1.

=====

3.
Computed, not measured: a cluster of 2 separate species, C3H5BN2O2 in total at a distorted geometry, with ωB97M-V/def2-TZVPD.

Each line ends with the Löwdin charge.
Element x y z (Å)
H (0.13, 0.32, -2.73)  0.000
N (-0.74, 0.42, -2.32)  0.203
B (-1.45, -0.14, -1.47)  -0.512
O (-2.36, -0.50, -0.53)  0.109
H (-2.42, -1.46, -0.14)  0.169
C (1.15, -0.20, 0.82)  0.016
C (0.39, 0.47, 1.69)  -0.196
N (0.31, 0.00, 2.98)  0.135
C (-0.08, -0.01, 4.09)  -0.325
O (-0.25, 0.09, 5.22)  0.175
H (1.51, -1.19, 0.97)  0.053
H (1.55, 0.12, -0.13)  0.055
H (0.03, 1.45, 1.39)  0.120

The calculation puts the molar mass at 111.9 g/mol. The LUMO energy is 0.080 eV. For the relative energy (zero: lowest compared OMol25 entry of this formula, charge and spin), the calculation gives 310.0 kJ/mol. The value obtained for the orbital gap is 0.34712 Ha. As for the SMILES: [H]/N=B/O.C=CN=C=O.